Entry 1:
{"formula": "C19H44HoNO2P2", "method": "ωB97M-V/def2-TZVPD", "species": ["Ho", "P", "P", "N", "C", "H", "H", "C", "H", "H", "C", "H", "H", "C", "H", "H", "C", "C", "H", "H", "H", "C", "C", "H", "H", "H", "C", "C", "H", "H", "H", "C", "C", "H", "H", "H", "C", "O", "C", "H", "H", "H", "C", "H", "H", "H", "C", "H", "H", "H", "C", "H", "H", "H", "H", "H", "H", "H", "H", "H", "C", "C", "O", "H", "H", "H", "H", "H", "H"], "coordinates": [[0.239, -1.083, -0.582], [2.303, 0.790, -0.689], [-2.425, -0.279, -0.529], [-0.318, 1.047, -2.752], [2.109, 1.663, -2.315], [2.775, 2.543, -2.298], [2.451, 1.006, -3.128], [0.688, 2.150, -2.614], [0.335, 2.815, -1.813], [0.704, 2.751, -3.545], [-1.683, 1.624, -2.514], [-2.018, 2.152, -3.429], [-1.585, 2.379, -1.721], [-2.736, 0.578, -2.137], [-2.818, -0.169, -2.940], [-3.711, 1.084, -2.040], [-3.465, 0.556, 0.726], [-3.041, 0.221, 2.164], [-3.658, 0.818, 2.850], [-1.995, 0.479, 2.366], [-3.213, -0.833, 2.419], [-3.060, -2.023, -0.731], [-3.139, -2.813, 0.583], [-3.386, -3.856, 0.337], [-3.924, -2.442, 1.257], [-2.188, -2.861, 1.137], [3.554, -0.565, -1.001], [4.024, -1.263, 0.281], [4.679, -2.100, -0.002], [3.193, -1.700, 0.853], [4.609, -0.599, 0.934], [3.032, 2.011, 0.480], [2.885, 1.587, 1.947], [3.290, 2.386, 2.585], [3.445, 0.671, 2.176], [1.838, 1.444, 2.237], [-0.173, 1.102, 0.242], [-0.397, 2.164, 0.688], [-4.375, -2.097, -1.502], [-5.223, -1.739, -0.908], [-4.349, -1.542, -2.445], [-4.569, -3.150, -1.746], [4.742, -0.105, -1.846], [5.325, -0.987, -2.141], [4.441, 0.408, -2.764], [5.415, 0.552, -1.284], [4.473, 2.427, 0.178], [4.719, 3.303, 0.793], [5.196, 1.648, 0.452], [4.633, 2.718, -0.865], [-4.970, 0.363, 0.546], [-5.303, -0.636, 0.853], [-5.480, 1.077, 1.205], [-5.315, 0.563, -0.474], [-3.231, 1.620, 0.553], [2.389, 2.896, 0.331], [-2.279, -2.505, -1.356], [2.977, -1.310, -1.585], [-0.316, 0.855, -3.738], [1.083, -2.670, -0.417], [0.128, -1.579, 4.057], [0.876, -1.767, 2.751], [-0.060, -1.509, 1.627], [-0.367, -0.601, 4.114], [0.831, -1.645, 4.896], [-0.627, -2.365, 4.176], [1.706, -1.069, 2.608], [1.264, -2.777, 2.586], [-0.958, -1.816, 1.860]], "atomic_forces_ev_per_a": [[-0.530, 1.675, -0.737], [1.395, -0.629, -0.345], [-0.660, -0.982, -0.102], [-0.092, 0.586, 0.959], [0.003, 0.172, -0.057], [-0.140, -0.351, -0.108], [-0.032, 0.110, 0.276], [-0.069, 0.235, -0.050], [0.236, -0.114, -0.250], [0.026, -0.198, 0.490], [0.006, 0.146, -0.099], [0.079, -0.150, 0.504], [-0.191, -0.206, -0.235], [-0.148, 0.091, -0.013], [-0.035, 0.147, 0.233], [0.224, -0.214, -0.233], [0.155, 0.327, 0.124], [-0.064, 0.146, 0.195], [0.181, -0.178, -0.130], [-0.152, -0.090, -0.060], [0.067, 0.297, -0.080], [-0.035, 0.318, -0.248], [-0.081, -0.251, 0.022], [0.044, 0.265, 0.105], [0.264, -0.087, -0.283], [-0.303, -0.014, -0.195], [0.045, 0.288, -0.179], [0.065, -0.167, 0.054], [-0.199, 0.247, 0.084], [0.153, 0.145, -0.088], [-0.208, -0.183, -0.268], [-0.320, 0.354, 0.175], [0.045, 0.028, 0.192], [-0.127, -0.240, -0.160], [-0.141, 0.251, -0.076], [0.109, -0.022, -0.032], [-1.398, 5.051, 2.661], [0.962, -3.970, -1.786], [-0.308, -0.505, -0.161], [0.283, -0.113, -0.196], [-0.044, -0.126, 0.191], [-0.050, 0.228, -0.023], [0.351, -0.205, -0.185], [-0.105, 0.180, 0.016], [0.109, -0.082, 0.144], [-0.214, -0.219, -0.188], [0.233, 0.243, 0.070], [-0.123, -0.179, -0.127], [-0.240, 0.141, -0.106], [-0.009, -0.119, 0.152], [-0.305, 0.232, 0.181], [0.152, 0.247, -0.119], [0.067, -0.140, -0.163], [0.051, -0.094, 0.170], [-0.081, -0.129, 0.067], [0.101, -0.117, 0.024], [-0.192, 0.016, 0.051], [0.186, 0.108, 0.058], [0.153, -0.766, -0.374], [0.903, -1.700, -0.099], [0.254, -0.018, -0.013], [-0.242, -0.117, -0.228], [-0.347, 0.193, 0.269], [0.199, -0.186, -0.097], [-0.195, -0.072, -0.158], [0.116, 0.091, 0.064], [-0.284, 0.051, 0.086], [-0.130, 0.106, 0.243], [0.575, 0.219, 0.193]], "lowdin_charge": [1.1458, 0.9639, 0.9538, -0.0825, -0.2842, 0.1064, 0.0942, -0.2629, 0.1020, 0.1430, -0.2603, 0.1431, 0.1023, -0.2878, 0.0946, 0.1040, -0.5254, -0.0970, 0.1034, 0.0570, 0.0714, -0.5456, -0.0843, 0.1069, 0.0830, 0.0591, -0.5592, -0.1015, 0.1045, 0.0431, 0.0779, -0.5236, -0.0985, 0.1023, 0.0680, 0.0613, -0.2716, 0.1162, -0.0929, 0.0735, 0.0735, 0.1008, -0.0945, 0.1003, 0.0711, 0.0700, -0.0917, 0.1004, 0.0798, 0.0805, -0.0905, 0.0793, 0.1008, 0.0809, 0.1165, 0.1159, 0.0958, 0.0738, 0.1134, -0.1594, -0.0462, -0.2089, -0.3279, 0.0854, 0.1013, 0.0943, 0.0949, 0.1292, 0.0575], "multiplicity": 5, "e_tot_ha": -2585.7573, "charge": 2, "molar_mass_g_mol": 545.44, "s_squared": 6.0053, "orbital_gap_ha": [0.307, 0.308], "e_lumo_ev": [-6.569, -6.483]}

=====

Entry 2:
{"formula": "C24H26NO5", "method": "ωB97M-V/def2-TZVPD", "species": ["C", "C", "O", "C", "C", "C", "C", "C", "C", "C", "O", "C", "C", "C", "C", "O", "O", "C", "C", "O", "H", "H", "H", "H", "H", "H", "H", "H", "H", "H", "H", "H", "H", "H", "H", "H", "H", "H", "C", "C", "C", "N", "C", "C", "C", "C", "C", "C", "H", "H", "H", "H", "H", "H", "H", "H"], "coordinates": [[0.145, 5.276, -3.062], [-0.725, 4.078, -2.824], [0.053, 3.112, -2.085], [-0.687, 2.001, -1.740], [0.035, 0.960, -1.021], [-0.594, 0.163, 0.104], [0.429, -0.017, 1.246], [1.471, 0.867, 1.617], [2.290, 0.592, 2.702], [2.187, -0.634, 3.406], [3.121, -0.912, 4.354], [3.070, -2.158, 5.099], [1.121, -1.487, 3.061], [0.272, -1.151, 2.007], [1.454, 0.771, -1.362], [2.381, 0.312, -0.659], [1.740, 1.143, -2.639], [3.123, 1.011, -3.015], [3.223, 1.419, -4.461], [-1.845, 1.935, -2.126], [-0.363, 5.999, -3.695], [0.385, 5.783, -2.131], [1.078, 5.023, -3.559], [-1.617, 4.362, -2.256], [-1.051, 3.655, -3.779], [-1.490, 0.714, 0.463], [1.655, 1.816, 1.117], [3.105, 1.259, 2.977], [3.984, -2.185, 5.696], [2.206, -2.166, 5.778], [3.056, -3.034, 4.433], [1.009, -2.463, 3.531], [-0.588, -1.776, 1.780], [3.740, 1.670, -2.388], [3.446, -0.028, -2.869], [4.254, 1.326, -4.810], [2.585, 0.787, -5.084], [2.908, 2.461, -4.587], [-2.644, -0.598, -1.199], [-1.459, -1.030, -0.272], [-0.597, -1.943, -0.986], [0.028, -2.619, -1.710], [-2.395, -1.996, 0.762], [-3.547, -1.505, 1.431], [-4.285, -2.301, 2.333], [-3.961, -3.639, 2.548], [-2.958, -4.195, 1.759], [-2.202, -3.396, 0.862], [-3.556, -0.196, -0.705], [-2.378, 0.201, -1.913], [-2.947, -1.541, -1.700], [-3.928, -0.500, 1.202], [-5.056, -1.814, 2.938], [-4.500, -4.223, 3.291], [-2.718, -5.255, 1.901], [-1.464, -3.934, 0.240]], "atomic_forces_ev_per_a": [[0.312, 0.388, 0.059], [0.314, -0.341, 0.087], [-0.781, 0.444, -0.014], [0.902, -1.424, -0.312], [1.132, 0.437, -0.746], [-0.444, 2.426, 1.482], [-0.634, -0.174, 0.243], [-0.447, 0.197, 0.441], [0.227, -0.805, 0.289], [-1.507, -0.286, -1.038], [0.524, -0.689, 0.880], [-0.146, 0.894, -0.624], [1.037, 0.003, 0.433], [-0.047, -0.074, 0.269], [-0.007, -0.394, 1.397], [-1.211, 0.198, -1.228], [0.646, -0.027, -0.485], [-0.347, 0.071, 0.318], [-0.114, 0.128, -0.259], [-0.688, 0.932, 0.391], [-0.215, 0.102, -0.132], [0.092, -0.014, 0.145], [0.098, -0.183, -0.012], [0.081, -0.165, -0.085], [-0.039, -0.126, 0.155], [0.907, 0.994, 0.452], [-0.315, -0.373, -0.130], [-0.202, -0.032, -0.116], [-0.123, 0.110, -0.150], [0.068, -0.076, -0.264], [-0.114, 0.277, 0.103], [-0.056, 0.281, 0.083], [0.729, -0.101, 0.358], [-0.114, -0.279, -0.026], [-0.043, 0.273, 0.079], [-0.018, -0.002, 0.006], [0.056, 0.073, 0.039], [0.019, -0.134, -0.021], [-0.110, -0.320, -1.235], [-2.514, -2.396, 0.160], [1.329, -2.088, -2.748], [-1.192, 1.282, 1.834], [0.165, 0.012, -0.173], [0.290, -0.125, -0.017], [0.533, 0.633, -0.109], [0.163, 0.394, -0.388], [0.367, 0.437, -0.179], [-0.037, -0.312, 0.305], [0.911, -0.323, 0.199], [0.158, -0.875, 0.261], [-0.075, 0.661, -0.002], [0.480, -0.337, 0.479], [0.086, -0.242, -0.407], [0.118, 0.031, -0.171], [-0.012, 0.380, -0.342], [-0.193, 0.656, 0.468]], "lowdin_charge": [-0.0879, -0.2489, -0.0252, -0.4458, -0.0541, -0.1843, -0.1412, -0.0295, -0.0084, -0.2878, -0.1082, -0.0745, -0.0169, -0.0353, -0.4353, 0.0087, -0.0357, -0.2436, -0.0872, 0.0098, 0.0666, 0.0717, 0.0693, 0.1179, 0.1210, 0.1567, 0.1201, 0.1091, 0.0799, 0.0888, 0.0875, 0.0938, 0.0820, 0.1224, 0.1213, 0.0677, 0.0759, 0.0696, -0.0286, -0.3407, -0.2074, 0.1853, -0.1346, -0.0462, -0.0972, -0.1209, -0.0928, -0.0472, 0.0801, 0.0624, 0.1000, 0.1041, 0.0968, 0.0925, 0.0967, 0.1078], "e_tot_ha": -1361.0699, "charge": -1, "molar_mass_g_mol": 408.47, "smiles": "CCOC(=O)/C(=C(/[O-])OCC)[C@H](c1ccc(OC)cc1)[C@@](C)(C#N)c1ccccc1", "orbital_gap_ha": 0.240, "e_lumo_ev": 2.826}